Molecular formula: C3H7ClN2
Method: DFT, wB97M-V/def2-TZVPD

Values from the calculation:
- ΔE to the lowest compared entry with this formula, charge and spin (eV) = 2.791
- total charge = 0
- structure (SMILES) = C[C@H]1NN[C@@H]1Cl
- HOMO energy (eV) = -8.36
- frontier orbital gap (eV) = 9.4

Last column: Mulliken charge in e.
Cartesian coordinates (Å):
Cl: 2.754 -0.586 -0.017  -0.21
N: -0.394 1.267 -0.275  -0.50
N: 0.905 1.419 0.253  -0.23
C: 1.128 0.048 0.420  -0.12
C: -0.176 -0.151 -0.428  0.34
C: -1.250 -1.031 -0.013  -1.42
H: 0.859 -0.182 1.445  0.31
H: 1.236 2.058 0.960  0.22
H: -1.000 -2.095 0.306  0.29
H: -1.730 -0.717 0.892  0.39
H: -1.953 -1.217 -0.754  0.35
H: -0.503 1.562 -1.290  0.30
H: 0.124 -0.375 -1.498  0.28


Molecular formula: C13H15NO2S2
Method: DFT, wB97M-V/def2-TZVPD

Values from the calculation:
- ΔE to the lowest compared entry with this formula, charge and spin (eV) = 0.311
- total charge = 0
- structure (SMILES) = CCc1ccc(S(=O)(=O)NCc2cccs2)cc1
- HOMO energy (eV) = -8.78
- frontier orbital gap (eV) = 9.4

Last column: Mulliken charge in e.
Cartesian coordinates (Å):
S: -3.615 -0.429 2.772  -0.16
S: -0.904 -2.291 0.671  1.41
O: -0.790 -2.004 2.074  -0.61
O: -0.921 -3.665 0.268  -0.73
N: -2.299 -1.613 0.005  -0.38
C: 1.404 -0.850 -2.287  -0.65
C: -2.476 -0.188 0.220  -1.02
C: 3.225 0.875 -2.406  -0.96
C: 2.237 0.052 -1.631  0.79
C: 0.456 -1.574 -1.585  -0.50
C: -2.920 0.461 4.066  -0.45
C: -1.612 1.081 2.276  -0.40
C: -1.871 1.217 3.658  -0.60
C: 2.107 0.218 -0.256  -0.69
C: -2.468 0.227 1.655  0.56
C: 1.162 -0.503 0.454  -0.28
C: 2.570 2.171 -2.890  -1.08
C: 0.345 -1.388 -0.221  -0.32
H: 4.081 1.119 -1.775  0.36
H: 1.503 -0.986 -3.354  0.40
H: 2.753 0.912 0.261  0.39
H: -1.296 1.845 4.315  0.38
H: 1.042 -0.400 1.521  0.62
H: -3.096 -2.161 0.299  0.35
H: 3.283 2.769 -3.452  0.37
H: -0.195 -2.284 -2.068  0.43
H: -3.417 0.100 -0.262  0.45
H: -1.654 0.315 -0.299  0.35
H: 2.216 2.756 -2.044  0.33
H: 3.583 0.310 -3.268  0.36
H: -3.332 0.363 5.050  0.44
H: -0.819 1.597 1.763  0.50
H: 1.720 1.950 -3.532  0.33


Molecular formula: C4H4NO4
Method: DFT, wB97M-V/def2-TZVPD

Values from the calculation:
- ΔE to the lowest compared entry with this formula, charge and spin (eV) = 3.371
- total charge = -1
- HOMO energy (eV) = -3.80
- frontier orbital gap (eV) = 7.6

Last column: Mulliken charge in e.
Cartesian coordinates (Å):
O: 1.491 2.302 0.225  -0.46
O: -2.932 1.731 -0.430  -0.60
O: 2.101 -0.113 -0.568  -0.86
O: -3.022 -0.518 0.188  -0.51
N: 0.470 1.383 -0.005  -0.33
C: 0.914 0.215 -0.316  0.46
C: -0.343 -0.668 -0.553  -0.39
C: -2.555 0.676 -0.022  0.40
C: -1.315 -0.038 0.348  0.27
H: 2.278 1.671 0.121  0.34
H: -0.707 -0.520 -1.591  0.19
H: -1.100 -0.106 1.545  0.23
H: -0.168 -1.788 -0.573  0.26


Molecular formula: C34H60N2O2SiYb
Method: DFT, wB97M-V/def2-TZVPD

Values from the calculation:
- ΔE to the lowest compared entry with this formula, charge and spin (eV) = 1.493
- total charge = +1
- ⟨S²⟩ = 0.751
- HOMO energy (spin up / spin down) (eV) = -10.35 / -10.35
- frontier orbital gap (spin up / spin down) (eV) = 8.5 / 7.8
- 2S+1 = 2

Last column: Mulliken charge in e.
Cartesian coordinates (Å):
Yb: 0.214 1.287 1.246  0.22
Si: 1.993 1.674 -1.323  0.71
O: 2.014 -2.311 -1.724  0.09
O: 0.688 -0.931 -3.018  0.55
N: -1.976 1.995 1.457  1.45
N: -0.741 -0.142 2.838  1.32
C: 3.315 -2.493 -1.164  -0.23
C: -0.362 -1.493 2.709  -0.61
C: -2.221 2.659 0.225  -0.67
C: -2.313 1.436 3.750  -1.90
C: -1.495 0.311 3.841  0.98
C: -0.556 -0.432 -3.586  -0.41
C: 0.334 -4.199 2.503  -1.21
C: -2.840 2.453 -2.105  -0.57
C: -2.927 1.981 -0.798  0.35
C: 0.974 0.171 -0.774  0.64
C: 3.535 -3.738 -0.331  -1.27
C: -3.829 3.086 2.664  -1.69
C: -0.938 4.600 1.119  -1.24
C: -1.512 4.346 -1.357  -0.57
C: 1.316 2.464 -2.875  -0.82
C: 2.197 3.084 -0.073  -1.36
C: 1.540 -2.217 -4.859  -1.33
C: -0.963 -3.781 2.210  -0.77
C: -2.755 -2.059 2.055  -1.69
C: 0.969 -1.903 2.974  1.28
C: 1.216 2.682 3.054  -1.64
C: -1.535 -0.441 5.139  -1.85
C: 2.012 -0.919 3.409  -1.19
C: -2.654 2.141 2.591  1.17
C: -1.330 -2.445 2.309  1.45
C: -1.566 3.886 -0.037  1.09
C: 1.759 -1.002 -4.022  0.26
C: -1.724 -1.149 -2.973  -0.56
C: 3.739 1.143 -1.726  -1.21
C: 1.294 -3.258 2.887  -0.85
C: -3.676 0.718 -0.492  -1.00
C: 0.841 -3.010 -1.207  1.69
C: 0.385 -4.095 -2.141  -1.71
C: -2.124 3.622 -2.385  -1.09
H: 1.033 -3.358 -0.179  0.15
H: -0.409 -4.680 -1.663  0.40
H: -3.026 -0.172 -0.553  -0.19
H: -2.072 3.975 -3.415  0.38
H: -0.212 3.976 1.687  0.25
H: 2.712 -1.043 -3.475  -0.29
H: -4.473 0.575 -1.233  0.53
H: 2.844 -1.469 3.876  0.56
H: -3.527 4.144 2.665  0.25
H: -1.700 4.905 1.851  0.24
H: 0.556 -2.215 -5.352  0.33
H: -4.135 0.741 0.506  0.38
H: 1.728 -0.075 -4.634  0.48
H: 1.458 3.760 3.094  0.46
H: 1.837 3.411 -3.060  0.45
H: 4.198 1.846 -2.433  0.39
H: -3.347 -2.041 2.986  0.30
H: 2.173 2.829 1.013  0.53
H: 1.507 3.939 -0.230  0.25
H: -0.539 -0.592 -4.678  0.70
H: 1.352 -0.459 0.061  0.17
H: 3.976 -2.486 -2.038  0.38
H: 1.474 1.857 -3.771  0.27
H: 1.644 -0.200 4.157  0.23
H: 2.307 -3.562 3.170  0.47
H: 2.308 -2.254 -5.637  0.49
H: 4.625 -3.882 -0.265  0.42
H: 0.558 2.433 3.903  0.17
H: 1.664 -3.124 -4.260  0.24
H: 3.127 -4.652 -0.799  0.27
H: 0.252 2.713 -2.819  -0.11
H: 4.348 1.137 -0.816  0.36
H: -0.130 0.211 -0.811  -0.04
H: 3.146 -3.629 0.698  0.18
H: 1.206 -4.789 -2.383  0.29
H: -2.238 -1.283 5.075  0.23
H: -1.750 -1.041 -1.883  -0.43
H: -1.696 -2.222 -3.217  0.32
H: -1.886 0.232 5.925  0.53
H: -2.875 -1.081 1.558  0.00
H: 0.605 -5.258 2.452  0.42
H: 3.222 3.464 -0.307  0.53
H: -2.647 -0.722 -3.391  0.50
H: -0.038 -3.645 -3.056  0.26
H: -3.215 -2.823 1.408  0.50
H: 2.459 -0.344 2.575  0.11
H: 3.544 -1.594 -0.566  0.21
H: -4.380 2.908 3.597  0.52
H: -3.348 1.899 -2.896  0.49
H: -4.544 2.939 1.839  0.29
H: -1.725 -4.510 1.934  0.47
H: 0.057 -2.247 -1.085  -0.98
H: -0.589 0.662 -3.428  -0.12
H: 3.799 0.146 -2.173  0.18
H: -0.988 5.280 -1.568  0.44
H: 1.124 -0.737 -1.970  -1.26
H: -2.826 1.730 4.651  0.44
H: -0.415 5.505 0.790  0.45
H: -0.553 -0.829 5.433  0.26
H: 2.141 2.081 3.128  0.53


Molecular formula: C2H9N2
Method: DFT, wB97M-V/def2-TZVPD

Values from the calculation:
- ΔE to the lowest compared entry with this formula, charge and spin (eV) = 0.732
- total charge = +1
- structure (SMILES) = NCC[NH3+]
- HOMO energy (eV) = -13.42
- frontier orbital gap (eV) = 9.5

Last column: Mulliken charge in e.
Cartesian coordinates (Å):
N: 0.324 1.856 -0.682  -0.51
N: -0.484 -1.628 0.394  -0.32
C: 0.669 0.535 -0.227  -0.60
C: -0.541 -0.111 0.465  -0.44
H: 1.024 -0.129 -1.021  0.37
H: 0.470 -1.972 0.279  0.35
H: -1.008 -1.985 -0.402  0.36
H: -0.873 -2.023 1.249  0.36
H: 1.518 0.601 0.451  0.40
H: 0.875 2.647 -0.404  0.22
H: -0.534 0.153 1.501  0.27
H: -1.470 0.216 0.043  0.34
H: 0.030 1.841 -1.645  0.19


Molecular formula: C24H15Cl68O3S
Method: DFT, wB97M-V/def2-TZVPD

Values from the calculation:
- total charge = +1
- HOMO energy (eV) = -11.97
- frontier orbital gap (eV) = 9.0

Last column: Mulliken charge in e.
Cartesian coordinates (Å):
Cl: 7.231 -5.156 -7.304  0.00
Cl: -0.291 2.528 4.950  -0.12
Cl: -9.569 5.947 8.443  -0.09
Cl: 2.985 -1.962 -2.819  0.05
Cl: 2.493 -4.235 -11.131  -0.10
Cl: -2.097 4.237 6.428  -0.06
Cl: -1.371 6.841 8.176  -0.05
Cl: 1.191 6.176 -3.692  -0.05
Cl: 3.936 3.795 -0.975  0.03
Cl: -1.766 -3.035 -6.040  -0.10
Cl: -3.133 0.917 -1.009  -0.03
Cl: -0.304 -4.947 -4.442  -0.10
Cl: -4.342 -3.454 5.708  -0.10
Cl: -7.876 8.325 10.896  -0.05
Cl: 5.189 1.834 0.750  -0.12
Cl: -2.357 -4.139 3.723  -0.10
Cl: 10.421 -6.152 -3.536  -0.09
Cl: 1.230 8.631 -2.140  -0.10
Cl: 2.117 6.154 -0.942  -0.02
Cl: 0.211 3.099 7.742  -0.09
Cl: -8.613 -5.121 8.378  -0.10
Cl: 4.092 -3.436 -5.052  -0.05
Cl: -4.191 6.860 8.812  -0.07
Cl: 9.035 3.067 -2.992  -0.10
Cl: 9.767 -4.286 -5.649  -0.11
Cl: -1.322 6.924 -2.246  -0.01
Cl: 3.709 7.415 -3.004  -0.09
Cl: 5.466 -3.417 -2.515  -0.07
Cl: -10.624 5.440 11.088  -0.08
Cl: 1.858 -6.626 -9.630  0.04
Cl: -11.894 7.392 9.374  -0.09
Cl: 9.747 -3.414 -2.890  -0.10
Cl: 0.559 5.160 5.746  -0.07
Cl: 2.977 -8.764 -8.065  -0.03
Cl: -5.600 2.418 -1.260  -0.07
Cl: 8.668 4.658 -5.380  -0.09
Cl: 10.733 2.636 -5.293  -0.09
Cl: -9.543 -5.129 5.639  -0.10
Cl: 6.351 2.450 -1.826  0.03
Cl: -6.964 -3.984 6.286  -0.01
Cl: -5.130 7.720 11.565  -0.02
Cl: 5.914 -7.724 -7.464  -0.09
Cl: 1.477 -10.889 -9.332  -0.10
Cl: -3.339 -1.416 3.919  -0.11
Cl: 0.682 -6.201 -12.238  -0.10
Cl: 7.949 1.855 -5.384  -0.08
Cl: 3.855 0.995 -1.681  0.00
Cl: -12.097 4.574 8.753  -0.11
Cl: -2.259 4.644 -0.740  -0.05
Cl: -9.394 -2.642 7.109  -0.09
Cl: -5.064 -3.512 2.911  -0.10
Cl: 0.312 -2.117 -4.243  0.02
Cl: 7.701 -5.220 -3.850  -0.03
Cl: -2.150 4.517 -3.627  -0.12
Cl: -5.661 -0.475 -1.273  -0.10
Cl: -7.012 8.401 13.656  -0.10
Cl: 2.977 -4.859 -2.798  -0.09
Cl: -2.442 8.918 9.874  -0.05
Cl: 4.337 -10.699 -9.727  -0.09
Cl: -6.109 10.430 11.801  -0.10
Cl: 4.354 -5.293 -7.556  0.10
Cl: -4.562 0.961 -3.533  -0.10
Cl: 6.040 -6.019 -9.796  -0.10
Cl: 0.995 -3.602 -6.645  0.02
Cl: 3.282 -11.491 -7.152  -0.10
Cl: -4.117 6.194 -2.330  -0.08
Cl: -2.245 6.201 10.856  -0.09
Cl: -0.150 -4.569 -10.000  -0.08
S: -1.034 0.287 0.267  0.04
O: 2.252 3.894 3.468  -0.41
O: -1.225 -2.522 -0.727  -0.38
O: 1.902 2.765 1.525  -0.03
C: 0.743 0.794 0.533  -0.12
C: 1.092 -3.182 0.079  -0.80
C: 4.836 2.271 -0.932  0.01
C: 0.656 2.084 1.440  -0.17
C: 9.097 3.054 -4.764  0.36
C: 3.880 -3.420 -3.299  0.11
C: 2.061 7.093 -2.447  0.24
C: -2.564 7.208 9.433  0.24
C: -1.652 -2.488 0.622  -0.50
C: -0.407 3.759 6.221  0.30
C: -4.750 0.956 -1.774  0.25
C: -1.304 -1.140 1.378  0.08
C: 3.018 -10.462 -8.570  0.27
C: -2.462 5.574 -2.237  0.25
C: -11.047 5.838 9.415  0.34
C: -8.631 -4.219 6.854  0.29
C: 9.409 -4.770 -3.981  0.35
C: 5.886 -6.049 -8.032  0.17
C: -0.097 -3.384 -0.934  0.82
C: 1.220 -5.408 -10.750  0.21
C: -3.777 -3.133 4.065  0.42
C: 2.196 2.852 2.906  -0.04
C: -0.186 -3.427 -5.343  0.16
C: -6.532 8.719 11.981  0.30
H: -2.168 -0.858 2.037  -0.20
H: 1.234 1.045 -0.431  0.33
H: -0.455 -1.305 2.085  0.56
H: -1.148 -0.063 -1.052  0.31
H: 1.258 -0.051 1.033  0.18
H: 2.327 1.880 3.432  0.51
H: -2.770 -2.528 0.594  0.34
H: 0.236 1.758 2.417  -0.10
H: 2.031 -3.287 -0.509  0.25
H: -1.353 -3.384 1.209  0.37
H: 1.082 -2.205 0.599  0.09
H: -0.108 2.754 0.980  0.18
H: 1.079 -4.046 0.783  0.34
H: 0.299 -3.124 -1.946  -0.76
H: -0.378 -4.463 -1.013  0.29